# C32H37AsClF5O4SSi2TeW

C32H37AsClF5O4SSi2TeW as an isolated structure at a distorted geometry (ωB97M-V/def2-TZVPD, the OMol25 dataset).

Last column: Mulliken charge in e.
CARTESIAN COORDINATES (ANGSTROEM)
W 12.51464 13.62866 10.39275  0.624
F 19.99361 12.08245 11.59472  -0.221
C 18.70216 12.04051 11.83848  0.391
C 17.92459 11.64088 10.71111  0.321
F 18.54218 11.03687 9.72435  -0.283
C 16.62299 12.01622 10.58650  -0.058
F 16.01598 11.66417 9.44929  -0.369
C 15.98826 12.66710 11.64820  0.402
S 14.60774 13.73171 11.05880  -0.070
C 16.69544 12.92908 12.85840  0.077
F 16.07265 13.30508 13.98058  -0.247
C 18.06819 12.73051 12.87661  0.249
F 18.87940 13.10592 13.89162  -0.269
C 12.38767 19.65473 13.36657  -0.646
C 11.07300 19.61860 12.76323  -0.600
C 10.71878 18.55342 11.88174  -0.196
C 11.58652 17.57800 11.41741  0.341
C 12.90472 17.69014 11.92110  -0.588
C 13.25799 18.61090 12.91060  -0.601
As 10.98290 15.91054 10.44998  1.497
C 9.35711 15.84358 9.46113  0.541
C 8.17181 15.66606 10.13861  -0.069
C 7.01655 15.32454 9.48090  -0.753
C 7.06088 15.04847 8.08902  -0.553
C 8.20266 15.36037 7.36448  -0.732
C 9.37795 15.65769 8.06781  -0.654
C 11.11227 14.50146 12.03781  0.913
C 11.56082 14.95687 13.29259  -0.339
C 10.81377 14.86065 14.45384  -0.853
C 9.66043 14.07340 14.47852  -0.516
C 9.17043 13.59745 13.25539  -0.977
C 9.83538 13.88076 12.10167  -0.879
H 12.63119 20.43270 14.03935  0.493
H 10.27482 20.30832 13.07338  0.371
H 9.70402 18.49493 11.48778  0.377
H 13.73952 17.07909 11.54225  0.453
H 14.24942 18.59810 13.32994  0.489
H 8.13699 15.82484 11.24816  0.372
H 6.00112 15.35814 9.96228  0.383
H 6.22330 14.51139 7.68495  0.479
H 8.20266 15.34656 6.27952  0.427
H 10.28007 15.85353 7.52254  0.493
H 12.61007 15.27480 13.40926  0.361
H 11.10710 15.43200 15.32395  0.502
H 9.08253 13.85412 15.37392  0.462
H 8.33512 12.90307 13.25868  0.570
H 9.49111 13.51657 11.14684  0.829
O 18.43086 22.76050 11.26976  -0.386
Cl 18.33748 21.41427 11.95212  0.995
O 19.54324 21.30764 12.95846  -0.222
O 12.36239 15.48942 9.41703  -0.737
O 17.14345 21.46273 12.90298  -0.386
C 14.97008 7.54363 9.00062  -1.049
Si 13.34016 7.90532 9.97911  0.195
C 11.92288 7.02812 9.27194  -0.649
C 13.60486 7.67986 11.80662  -1.047
C 13.19157 9.73315 9.44917  -0.558
Te 11.74177 11.07662 10.52033  0.398
C 9.67454 10.40981 9.65722  -1.130
Si 8.56855 9.14588 10.60273  0.282
C 8.68471 7.43550 9.94156  -1.001
C 9.10922 8.94419 12.41617  -0.906
C 6.72908 9.62359 10.39986  -1.141
H 15.24594 6.48074 8.88268  0.380
H 15.86807 8.00703 9.48565  0.272
H 14.94015 7.98895 7.98522  0.322
H 12.11265 6.32120 8.42151  0.451
H 11.16858 7.75805 8.84915  -0.017
H 11.29551 6.38837 9.98482  0.308
H 14.67045 7.85036 12.23343  0.304
H 13.39944 6.61082 12.01866  0.357
H 12.92469 8.20787 12.45660  0.387
H 12.91323 9.55720 8.39741  0.431
H 14.16732 10.24417 9.51583  0.076
H 10.07115 10.06368 8.71611  0.644
H 9.13371 11.36108 9.54036  0.564
H 8.98325 7.34740 8.89570  0.441
H 7.68632 6.94905 10.08626  0.337
H 9.39527 6.88784 10.51094  0.230
H 10.05628 8.32633 12.36034  0.224
H 8.43808 8.42095 13.09838  0.394
H 9.39687 9.89528 12.84844  0.263
H 6.37239 10.44540 11.03657  0.325
H 6.09470 8.80544 10.67139  0.353
H 6.48429 9.95041 9.35827  0.349

Its spin multiplicity is 3. Its HOMO-LUMO gap (alpha / beta) is 6.17 / 5.76 eV. Its expectation value of S² is 2.432. The total energy is -164601.6643 eV. As for the net charge: +2.

# C32H37AsN4O7PTl

C32H37AsN4O7PTl as an isolated structure at a distorted geometry (ωB97M-V/def2-TZVPD, the OMol25 dataset).

Last column: Mulliken charge in e.
CARTESIAN COORDINATES (ANGSTROEM)
Tl -0.81862 0.20656 1.67080  1.252
C -4.30965 1.41672 -1.28468  -0.554
O -3.73075 2.37451 -2.16489  -0.504
C -2.84610 3.27998 -1.61854  0.008
C -2.94261 4.56830 -2.08820  -0.410
C -2.08699 5.57339 -1.62423  -0.671
C -1.16993 5.24768 -0.64900  -0.762
C -1.04156 3.94422 -0.14651  1.008
C -0.06752 3.76733 0.91997  -1.182
N 0.11077 2.73752 1.64963  0.416
N 1.12032 2.89681 2.59682  -0.899
C 0.91583 2.19635 3.70638  0.358
O -0.08597 1.51248 4.01191  -0.802
C 2.09718 2.21391 4.64798  0.375
C 2.27988 1.12452 5.49394  -0.608
C 3.38061 1.06114 6.33749  -0.522
C 4.30700 2.09601 6.35275  -0.316
C 4.12789 3.18923 5.51426  -0.604
C 3.03220 3.24662 4.66271  -0.139
C -1.84308 2.87639 -0.66905  0.133
O -1.68618 1.64634 -0.36218  0.055
H -5.22899 1.07905 -1.76819  0.287
H -4.55392 1.87066 -0.31907  0.350
H -3.65264 0.57083 -1.11222  0.005
H -3.70424 4.78162 -2.83147  0.386
H -2.16454 6.58358 -2.00759  0.345
H -0.51968 6.01716 -0.24162  0.299
H 0.53921 4.65144 1.14497  0.171
H 1.54514 0.33000 5.45929  0.410
H 3.51856 0.20253 6.98440  0.364
H 5.16476 2.04994 7.01431  0.354
H 4.84951 3.99875 5.52217  0.360
H 2.89053 4.08577 3.99458  0.377
O 4.87397 -3.33478 0.57480  -0.587
C 5.11220 -2.06200 0.76166  0.427
O 6.24798 -1.61539 0.76119  -0.689
C 3.95446 -1.15071 0.99363  0.616
C 4.12644 0.19708 1.23284  -0.688
N 2.91735 0.74063 1.37236  0.112
N 1.93697 -0.15910 1.24790  0.171
C 2.53403 -1.32711 1.01888  -0.456
C 1.64400 -2.53488 0.79437  0.580
O 2.21460 -3.65174 0.59764  -0.934
O 0.42328 -2.34100 0.80205  -0.518
H 3.84088 -3.54410 0.59867  0.462
H 5.03896 0.76753 1.31232  0.515
H 2.61484 1.68831 1.66439  -0.003
C -5.68254 -3.54874 0.46568  -1.179
P -4.29165 -2.39823 0.01881  0.390
C -2.90965 -3.34269 0.78400  -0.779
C -4.57809 -1.15465 1.35538  -1.020
H -5.62727 -3.86138 1.51278  0.276
H -5.64711 -4.43301 -0.17499  0.378
H -6.63518 -3.04125 0.29378  0.384
H -3.09575 -3.52225 1.84593  0.436
H -1.97476 -2.79220 0.66853  -0.057
H -2.80054 -4.29921 0.26731  0.380
H -4.69146 -1.64837 2.32422  0.429
H -5.47851 -0.57578 1.13441  0.340
H -3.73179 -0.46395 1.40821  0.017
C -1.85900 -0.35180 -3.53915  -1.277
As -1.05626 -0.97094 -1.84712  0.338
C 0.59635 0.04568 -2.08076  -0.871
C -0.45433 -2.77476 -2.55628  -1.394
C 0.61639 -2.75459 -3.59076  0.193
C 0.31815 -2.71265 -4.95486  -0.354
C 1.32294 -2.63138 -5.91166  -0.628
C 2.65595 -2.59979 -5.52773  -0.379
C 2.97185 -2.66786 -4.17417  -0.746
C 1.96688 -2.74479 -3.22349  -0.020
H -1.14175 -0.39601 -4.36178  0.432
H -2.18403 0.68158 -3.39930  0.300
H -2.73577 -0.95363 -3.78910  0.290
H 1.00848 -0.08800 -3.08100  0.429
H 1.33138 -0.26773 -1.34211  0.043
H 0.36282 1.09662 -1.90859  0.227
H -1.36470 -3.23548 -2.94577  0.578
H -0.13302 -3.31999 -1.66800  0.486
H -0.71941 -2.74497 -5.26950  0.362
H 1.06137 -2.59333 -6.96367  0.348
H 3.44111 -2.52975 -6.27141  0.354
H 4.00777 -2.66100 -3.85570  0.434
H 2.22477 -2.81385 -2.17178  0.508

Its HOMO-LUMO gap is 6.35 eV. The total energy is -128901.8525 eV. As for the net charge: -2. The energy relative to the best compared isomer or geometry (same formula, charge and spin) is 31.8 kJ/mol.

# C32H37CdClN2Si2

C32H37CdClN2Si2 as an isolated structure at a distorted geometry (ωB97M-V/def2-TZVPD, the OMol25 dataset).

Last column: Mulliken charge in e.
CARTESIAN COORDINATES (ANGSTROEM)
C 1.17847 5.72767 -1.87989  -0.619
C 1.61853 4.49764 -2.44343  -1.094
C 0.53062 3.56720 -2.42751  -0.436
H 2.58371 4.34633 -2.94705  0.435
C -0.61906 4.26770 -1.83210  -0.600
C -0.18498 5.60142 -1.53778  -0.828
H -0.83875 6.42839 -1.24063  0.473
H 1.78025 6.65345 -1.80613  0.561
H 0.43152 2.70604 -3.10225  0.680
H -1.66413 3.97532 -2.01467  0.601
Cd 0.31875 2.75183 -0.08351  1.979
Si -0.91693 -2.73965 0.96733  0.081
C 0.18717 -4.20407 1.48287  0.456
C 0.26121 -4.99538 2.63679  -0.444
H -0.33632 -4.72738 3.51867  0.360
C 1.11776 -6.11493 2.66073  -0.461
H 1.18063 -6.70888 3.56296  0.391
C 1.91181 -6.42919 1.57304  -0.504
H 2.58314 -7.28314 1.60648  0.382
C 1.82692 -5.64973 0.41042  -0.756
H 2.44720 -5.88220 -0.44619  0.424
C 0.98639 -4.55491 0.37772  -0.075
H 0.96253 -3.93832 -0.52466  0.374
C -2.65466 -3.38342 0.96840  0.473
C -2.83915 -4.55114 0.20638  -0.507
H -1.94735 -5.02480 -0.19515  0.317
C -4.11174 -5.07394 0.03744  -0.600
H -4.20880 -5.99683 -0.49917  0.405
C -5.22245 -4.40848 0.56971  -0.537
H -6.21428 -4.83316 0.40957  0.375
C -5.01898 -3.24847 1.31813  -0.529
H -5.87427 -2.76147 1.74673  0.403
C -3.74035 -2.71910 1.53263  -0.368
H -3.59776 -1.84452 2.16484  0.349
H -0.97003 -2.52718 -0.57035  -0.046
Si -0.00538 -0.32363 0.62957  -0.697
C -1.45414 0.08798 -0.62761  1.299
C -1.38744 -0.53186 -1.89430  -0.418
H -0.47755 -1.07623 -2.22016  0.508
C -2.47557 -0.44439 -2.78411  -0.981
H -2.44018 -1.02962 -3.70930  0.397
C -3.55202 0.38149 -2.46532  -0.485
H -4.39133 0.46446 -3.15762  0.384
C -3.58151 1.09646 -1.24926  -0.684
H -4.42910 1.76673 -1.03914  0.402
C -2.53524 0.95079 -0.32423  -0.671
H -2.51963 1.55834 0.59539  0.403
C 1.67632 -0.49470 -0.35201  0.834
C 2.04519 -0.03477 -1.63604  0.028
H 1.50695 0.81390 -2.10357  0.149
C 3.05538 -0.71114 -2.36837  -0.477
H 3.28405 -0.41549 -3.40415  0.383
C 3.73589 -1.79009 -1.79019  -0.478
H 4.48343 -2.34631 -2.37014  0.345
C 3.44038 -2.19176 -0.47164  -0.614
H 3.92721 -3.07262 -0.04554  0.458
C 2.49323 -1.47495 0.26322  -0.760
H 2.31016 -1.76277 1.31493  0.404
H -0.65668 -1.27940 1.67329  -0.074
Cl 0.39712 0.58860 2.53266  -0.374
N 0.00203 4.47432 1.61916  -0.741
C 0.84049 5.71043 1.88819  -0.730
C 2.28518 5.56245 1.47500  -0.171
C 2.85221 4.16888 1.68754  -0.921
N 2.58175 3.25591 0.53445  -0.735
H 0.02381 3.95513 2.50623  0.267
H -0.95947 4.81469 1.55220  0.232
H 0.41473 6.57234 1.34134  0.324
H 0.83224 5.96243 2.96217  0.430
H 2.38371 5.83968 0.42017  -0.007
H 2.91948 6.25586 2.05374  0.386
H 3.94105 4.24670 1.75790  0.455
H 2.49383 3.66683 2.57820  0.388
H 3.10229 3.56041 -0.27975  0.220
H 2.89051 2.30220 0.70676  0.211

Its HOMO-LUMO gap (alpha / beta) is 4.65 / 4.65 eV. The total energy is -69602.0969 eV. As for the net charge: 0.

Which formula does entry 2 have?
C32H37AsN4O7PTl

Among the records above, which one has the highest net charge?
C32H37AsClF5O4SSi2TeW

Look up the total energy of the first one.
-164601.6643 eV

The highest total energy belongs to which entry?
C32H37CdClN2Si2